{
  "formula": "C2H4OS2",
  "method": "ωB97M-V/def2-TZVPD",
  "symbols": ["O", "C", "S", "C", "S", "H", "H", "H", "H"],
  "positions_angstrom": [[0.08972, -0.65444, -1.49187], [-0.79826, -0.45564, -0.58332], [-2.34919, -0.83481, -0.59997], [-0.23469, 0.47458, 0.49466], [1.64205, 0.61460, 0.53001], [0.95521, -0.41703, -1.07624], [-0.74593, 0.34638, 1.46806], [-0.50008, 1.48796, 0.21557], [1.94118, -0.56161, 1.04310]],
  "forces_ev_per_angstrom": [[0.8, -1.3, -1.5], [0.3, 1.7, 1.4], [-0.8, -0.5, -0.1], [0.1, 0.2, 1.1], [-1.1, 0.5, 0.1], [0.1, 0.1, -0.6], [0.7, -0.3, -0.4], [-0.1, 0.2, -0.3], [0.0, -0.6, 0.4]],
  "total_charge": 0,
  "energy_ev": -25856.151,
  "homo_lumo_gap_ev": 9.18,
  "multiplicity": 1,
  "e_above_lowest_kcal_mol": 7.9,
  "mol_weight_da": 108.19
}